No. 1
A molecular structure, C3H2InO3 in a non-equilibrium geometry, computed with ωB97M-V/def2-TZVPD.

## Properties
Molar mass (g mol⁻¹): 200.864
E_HOMO (alpha / beta) (eV): -19.76 / -19.75
Expectation value of S²: 0.766
Orbital gap (alpha / beta) (eV): 9.9 / 7.1
Maximum force (eV/Å): 3.48
Charge: +2
Energy relative to the best compared isomer or geometry (same formula, charge and spin) (kJ/mol): 200.28
2S+1: 2

Last column: Mulliken spin population.
Element x y z (Å)
O -1.38740 0.32230 0.19331  -0.03
C -1.49787 -1.09139 0.02811  0.90
C -0.32617 -1.62477 -0.13591  0.01
O 0.71242 -0.20037 0.04115  0.07
C -0.15663 0.72115 0.11012  0.03
O 0.10494 1.94110 -0.19309  0.00
In 3.02744 -0.01589 0.25022  0.01
H 0.19728 -2.57028 -0.14908  0.01
H -0.67400 2.51812 -0.14483  0.00


No. 2
A molecular structure, C3H2LiNaO2 in a non-equilibrium geometry, computed with ωB97M-V/def2-TZVPD.

## Properties
Molar mass (g mol⁻¹): 99.978
E_HOMO (alpha / beta) (eV): -7.27 / -4.03
Orbital gap (alpha / beta) (eV): 7.3 / 3.2
Maximum force (eV/Å): 3.46
Energy relative to the best compared isomer or geometry (same formula, charge and spin) (kJ/mol): 486.54
2S+1: 1

Last column: Mulliken charge in e.
Element x y z (Å)
O 1.90222 0.05280 -0.59824  -0.19
C 2.04086 -1.16650 -1.09847  -0.19
O -1.48975 -0.02484 0.33326  -0.94
C -0.20174 -0.25281 0.55392  -0.32
C 0.83955 0.51907 0.19683  -0.14
Li -2.04210 -1.42695 -0.93092  0.50
Na -2.17273 2.09293 0.31199  0.45
H 0.10952 -1.30955 0.62223  0.45
H 1.01417 1.51586 0.60940  0.40


No. 3
A molecular structure, C3H2MgO3 in a non-equilibrium geometry, computed with ωB97M-V/def2-TZVPD.

## Properties
Molar mass (g mol⁻¹): 110.351
E_HOMO (eV): -17.64
Orbital gap (eV): 4.9
Maximum force (eV/Å): 3.72
Charge: +2
Energy relative to the best compared isomer or geometry (same formula, charge and spin) (kJ/mol): 73.00
2S+1: 1

Last column: Mulliken charge in e.
Element x y z (Å)
H -1.91690 0.14079 1.05905  0.36
C -1.20273 0.84708 0.19177  -0.37
C -1.36987 -0.45478 -0.25659  -0.01
O -0.08214 -1.02862 -0.31133  -0.18
C 0.77244 -0.07731 -0.09015  0.82
O 0.14011 1.01723 0.35004  -0.14
O 1.98516 -0.21590 -0.09565  -0.60
Mg 3.71585 0.52137 0.21461  1.66
H -2.04193 -0.74987 -1.06174  0.46


No. 4
C3H2N2 in the gas phase in a non-equilibrium geometry, computed with ωB97M-V/def2-TZVPD.

## Properties
SMILES: N#CN1C=C1
Molar mass (g mol⁻¹): 66.063
E_HOMO (eV): -9.35
Orbital gap (eV): 10.0
Maximum force (eV/Å): 1.85
Energy relative to the best compared isomer or geometry (same formula, charge and spin) (kJ/mol): 334.67
2S+1: 1

Last column: Mulliken charge in e.
Element x y z (Å)
C 1.46481 -0.00046 0.02876  0.45
C -0.91070 0.64141 -0.05284  -0.18
C -0.91121 -0.64160 -0.04864  -0.18
N 2.54579 0.00209 0.41693  -0.40
N 0.30752 -0.00275 -0.61622  -0.40
H -1.24631 1.62819 0.13276  0.36
H -1.24989 -1.62688 0.13924  0.36